Molecular formula: C33H57IrN4OP2
Method: DFT, ωB97M-V/def2-TZVPD

XYZ file:
```
98
Properties=species:S:1:pos:R:3
C 1.27554 2.76156 0.86636
C 1.38603 1.08576 2.58632
C 2.03134 3.66419 1.60761
C 2.21063 1.99034 3.34864
C 2.51745 3.24608 2.87495
H 2.25022 4.65765 1.20787
H 2.57054 1.65369 4.32552
H 3.13390 3.92455 3.47545
N 0.96858 1.50796 1.31082
P 0.78357 1.66424 -1.64727
P -0.31209 -1.01873 2.23075
C 0.74535 3.14463 -0.49859
H -0.32111 3.41164 -0.40124
H 1.27649 4.02649 -0.89506
C -0.90955 -1.33790 -1.04628
O -1.48229 -2.16755 -1.65357
C 0.98433 -0.15963 3.08589
H 1.26692 -0.41275 4.11352
C -1.94992 -0.53836 3.15311
C -0.04063 -2.89797 2.51095
C -0.35366 2.12911 -3.15471
C 2.61926 1.60108 -2.19695
C -3.17416 -0.92428 2.30038
H -3.34047 -2.01166 2.29302
H -4.08387 -0.45526 2.72169
H -3.05897 -0.59908 1.25498
C -2.09411 -1.13696 4.56408
H -2.26518 -2.22548 4.54954
H -1.20640 -0.92390 5.18434
H -2.96748 -0.67330 5.06304
C -1.86547 0.99483 3.32738
H -2.84341 1.37561 3.68124
H -1.10134 1.25786 4.07599
H -1.59901 1.51192 2.39399
C -1.31942 -3.69060 2.17928
H -1.70066 -3.43372 1.17574
H -1.08222 -4.77105 2.18323
H -2.12209 -3.52833 2.91644
C 1.07130 -3.38049 1.56537
H 0.76826 -3.30418 0.51000
H 2.00156 -2.81075 1.71241
H 1.28105 -4.44485 1.78365
C 0.43331 -3.18783 3.95098
H -0.29233 -2.88748 4.71938
H 0.60222 -4.27657 4.05524
H 1.39078 -2.67996 4.15427
C 2.81184 0.35102 -3.08056
H 3.87598 0.27427 -3.37177
H 2.54082 -0.57094 -2.54728
H 2.21506 0.40507 -4.00681
C 3.47999 1.49362 -0.91418
H 3.55166 2.46726 -0.40355
H 3.09921 0.76329 -0.18961
H 4.49955 1.18398 -1.20877
C 3.11494 2.86198 -2.94116
H 4.22042 2.85621 -2.92572
H 2.80430 2.89418 -3.99330
H 2.78884 3.79349 -2.44604
C -1.30098 3.27554 -2.75273
H -0.75874 4.22177 -2.58757
H -2.02645 3.44244 -3.57139
H -1.86746 3.03503 -1.84280
C -1.18384 0.86730 -3.46775
H -1.81059 0.57652 -2.61095
H -1.83958 1.06738 -4.33632
H -0.54000 0.00556 -3.71110
C 0.36344 2.57599 -4.44274
H 0.88323 3.53790 -4.31677
H 1.07998 1.82800 -4.81486
H -0.40431 2.71469 -5.22729
Ir 0.00000 0.00000 0.00000
N -1.78280 1.14575 0.05736
C -2.79880 1.73047 0.08065
C -4.06957 2.48013 0.10966
C -4.34748 2.96951 1.55343
C -3.93477 3.69861 -0.84076
C -5.21555 1.54341 -0.35306
H -4.44982 2.11954 2.24585
H -3.53561 3.61997 1.91362
H -5.29052 3.54304 1.55573
H -3.74981 3.37791 -1.87893
H -4.87352 4.27801 -0.81646
H -3.10775 4.35392 -0.52173
H -6.16776 2.10011 -0.31853
H -5.05315 1.18863 -1.38275
H -5.29673 0.66736 0.31141
C 1.33588 -2.79451 -2.16557
C 2.15744 -2.20994 -1.04381
N 1.81404 -1.20631 -0.14984
C 2.91775 -1.15630 0.66633
C 3.88154 -2.03154 0.23144
N 3.40222 -2.68364 -0.82749
H 0.95950 -2.02353 -2.86714
H 1.95123 -3.50743 -2.75357
H 0.51032 -3.40301 -1.75846
H 3.04971 -0.51642 1.52148
H 4.85694 -2.19438 0.66969
H 3.89771 -3.42982 -1.36513
```

Summary:
Energy relative to the best compared isomer or geometry (same formula, charge and spin) in kcal per mole: 0.0
Charge: +3
HOMO energy (alpha / beta) in eV: -13.6 / -17.1
Spin multiplicity: 6

---

Molecular formula: C33H57IrNP2Si
Method: DFT, ωB97M-V/def2-TZVPD

XYZ file:
```
95
Properties=species:S:1:pos:R:3
Ir 0.02527 0.97538 -2.22537
C 0.02471 1.88666 -0.00504
C -1.26449 1.73800 -0.76428
C -1.00370 -0.06177 0.75385
C 0.16473 0.75086 0.85827
C -1.88096 0.49443 -0.19531
C 0.70176 3.20064 0.21897
H 0.57725 3.87780 -0.63132
H 1.77375 3.07816 0.40982
H 0.28949 3.72108 1.10087
C 1.27192 0.49409 1.81058
H 2.06391 1.24372 1.70151
H 1.72110 -0.50964 1.68816
H 0.92529 0.54294 2.85661
C -1.24819 -1.25352 1.62305
H -1.40936 -0.95348 2.66847
H -0.40589 -1.96182 1.63887
H -2.13896 -1.80019 1.29890
C -3.24176 0.03849 -0.55739
H -4.00319 0.35651 0.17239
H -3.31617 -1.05217 -0.64183
H -3.53344 0.45632 -1.52919
C -2.12704 2.93093 -1.08534
H -2.84472 3.14985 -0.28274
H -2.69950 2.71856 -1.98960
H -1.54111 3.83816 -1.24702
C 3.76078 0.88610 -4.96974
C 3.40703 2.15798 -4.77626
C 2.67384 3.00232 -5.77141
C 1.50855 2.24364 -6.46321
C 0.75843 1.26169 -5.60096
C 1.06896 -0.05264 -5.55103
C 2.22699 -0.67875 -6.28518
C 3.56396 0.10283 -6.23530
H 3.35869 3.37675 -6.55407
H 1.90361 1.75919 -7.37111
H 2.26176 3.88875 -5.26761
H 3.66901 0.72076 -7.13757
H 4.48753 0.43468 -4.27142
H 3.84515 2.70772 -3.93323
H 4.37485 -0.64000 -6.29243
H 2.41680 -1.68388 -5.87133
H 0.32602 -0.77473 -5.24660
H 1.96011 -0.83522 -7.34703
H 0.78928 3.00700 -6.80466
H -0.15823 1.63985 -5.15449
P 2.19628 0.61124 -1.92458
P -0.28614 -1.23130 -2.57384
C 2.54368 -0.83863 -2.97053
C 1.39353 -1.87298 -3.05408
H 3.48124 -1.30502 -2.63293
H 2.73811 -0.42745 -3.97127
H 1.31153 -2.29222 -4.06529
H 1.62316 -2.71458 -2.38560
C -0.86044 -2.51530 -1.41864
H -1.87450 -2.29857 -1.05996
H -0.18232 -2.59064 -0.55881
H -0.88018 -3.49410 -1.92716
C -1.55922 -1.27404 -3.89419
H -1.26067 -1.93115 -4.71941
H -1.71565 -0.25397 -4.26922
H -2.50618 -1.63548 -3.47246
C 3.55370 1.28733 -0.94418
H 3.43527 2.36929 -0.81694
H 4.51470 1.08715 -1.44174
H 3.52049 0.80291 0.04164
C 1.48843 2.29670 -2.82012
H 0.41339 2.68419 -2.67387
H 1.64118 2.24261 -3.89645
H 2.08686 3.04564 -2.29425
C 3.59174 -2.36093 -0.40099
Si 3.63559 -3.48328 1.10645
C 3.29001 -5.24221 0.54725
C 5.35295 -3.38102 1.83603
N 2.41103 -2.88822 2.18691
C 2.07469 -3.27069 3.40935
C 1.18153 -2.45212 4.19574
C 0.85727 -2.79795 5.49103
C 1.37553 -3.95767 6.08770
C 2.22961 -4.79259 5.33599
C 2.55770 -4.48962 4.03318
H 4.47494 -1.71295 -0.46541
H 2.69778 -1.72782 -0.34862
H 3.55140 -2.97293 -1.30915
H 4.21224 -5.83875 0.56575
H 2.54841 -5.73123 1.19097
H 2.90300 -5.24408 -0.48037
H 5.88312 -2.52312 1.39495
H 5.32486 -3.24519 2.92664
H 5.92874 -4.29233 1.61410
H 0.80827 -1.54379 3.71987
H 0.17917 -2.14422 6.05871
H 1.11830 -4.21111 7.11615
H 2.62965 -5.70163 5.80559
H 3.20917 -5.16332 3.45204
```

Summary:
Energy relative to the best compared isomer or geometry (same formula, charge and spin) in kcal per mole: 17.2
Charge: +1
HOMO energy (alpha / beta) in eV: -8.6 / -10.1
Spin multiplicity: 5

---

Molecular formula: C33H57N4OP2SSr
Method: DFT, ωB97M-V/def2-TZVPD

XYZ file:
```
99
Properties=species:S:1:pos:R:3
C 2.86269 1.98000 1.06090
C 0.62057 2.60438 0.95191
C 3.20514 3.17907 1.68445
C 0.89345 3.79324 1.63934
C 2.19840 4.07505 2.04070
H 4.26168 3.36667 1.86875
H 0.05283 4.47032 1.82266
H 2.41833 4.98356 2.60999
N 1.59308 1.64947 0.76360
P 3.32522 -0.60372 0.09198
P -3.52747 1.32139 0.32208
C 3.97952 0.99996 0.70727
H 4.65034 1.43982 -0.04968
H 4.60511 0.86178 1.60574
C -0.63838 -2.26753 -1.97972
O -1.05163 -2.73468 -2.95428
C -0.74516 2.27564 0.53332
H -1.45312 2.20035 1.37695
C -4.67131 2.75160 -0.13414
C -4.19714 -0.46459 0.51947
C 3.88915 -0.73040 -1.74520
C 4.20253 -1.74205 1.31847
C -4.92219 2.79804 -1.64483
H -5.31682 1.84042 -2.01512
H -5.69007 3.56174 -1.84760
H -4.03628 3.06590 -2.23195
C -6.04004 2.59913 0.55509
H -6.61539 1.74813 0.16447
H -5.93932 2.51856 1.65005
H -6.62355 3.50968 0.34119
C -3.99949 4.03782 0.38902
H -4.63724 4.91361 0.18974
H -3.87272 3.97173 1.48391
H -3.00847 4.23733 -0.04806
C -5.21154 -0.85049 -0.56199
H -4.78333 -0.86026 -1.57030
H -5.57640 -1.86771 -0.34572
H -6.09513 -0.19572 -0.54661
C -2.98429 -1.43763 0.50411
H -2.48898 -1.45392 -0.48100
H -2.25217 -1.18318 1.29103
H -3.30464 -2.47405 0.71417
C -4.92981 -0.54925 1.88633
H -5.85078 0.04762 1.88604
H -5.22270 -1.59548 2.07930
H -4.30193 -0.21393 2.72414
C 3.82536 -3.19371 0.97750
H 4.31801 -3.86046 1.70257
H 2.73724 -3.33842 1.06399
H 4.14532 -3.49500 -0.02869
C 3.63944 -1.40280 2.71126
H 3.77997 -0.35170 2.98712
H 2.57019 -1.64540 2.77242
H 4.17077 -2.01334 3.45529
C 5.73227 -1.55421 1.31658
H 6.12771 -1.97551 2.25314
H 6.21863 -2.09126 0.49421
H 6.03991 -0.50084 1.28127
C 4.12916 0.65629 -2.36431
H 5.06099 1.11410 -2.00326
H 4.23277 0.53837 -3.45623
H 3.29862 1.35751 -2.19246
C 2.73421 -1.43191 -2.49776
H 1.83647 -0.79110 -2.58417
H 3.05790 -1.65065 -3.52806
H 2.44414 -2.38611 -2.02749
C 5.17046 -1.55701 -1.87132
H 6.01470 -1.08293 -1.35537
H 5.04675 -2.58653 -1.51219
H 5.43742 -1.61819 -2.93845
Sr 0.17245 -0.42231 -0.03881
N -2.38247 1.38282 -0.86171
C -1.21801 2.12004 -0.69595
C -0.63686 2.75580 -2.00204
C -0.76203 4.28275 -1.88952
C 0.84428 2.43064 -2.18930
C -1.39411 2.20995 -3.20789
H -1.81700 4.59379 -1.83814
H -0.25705 4.65891 -0.98664
H -0.30885 4.79220 -2.75410
H 1.03210 1.34250 -2.24192
H 1.18988 2.84141 -3.15293
H 1.47624 2.86189 -1.40715
H -0.97687 2.64738 -4.12372
H -1.30415 1.11472 -3.27676
H -2.46243 2.43784 -3.16949
C -0.45715 -5.05768 3.58266
N -0.47416 -5.16601 2.13072
C -0.73302 -6.30690 1.39248
C -0.61121 -5.97057 0.07753
N -0.27509 -4.62731 0.04439
C -0.19999 -4.11703 1.31345
S 0.18373 -2.55020 1.88131
H 0.53734 -4.75922 3.93734
H -1.17602 -4.30179 3.91981
H -0.71832 -6.03488 4.00340
H -0.97726 -7.23892 1.87318
H -0.72582 -6.56785 -0.80474
H -0.10709 -4.06860 -0.79102
```

Summary:
Energy relative to the best compared isomer or geometry (same formula, charge and spin) in kcal per mole: 25.0
Charge: +1
HOMO energy in eV: -7.8

---

Results for maximum force: 6.05; 3.27; 4.98 (in eV/A, following the order of the records).